(1)
{"formula": "C5H5FLuO4", "method": "wB97M-V/def2-TZVPD", "spin_multiplicity": 2, "total_charge": 2, "max_force_ev_per_a": 2.6, "e_lumo_ev": [-10.84, -9.71], "homo_lumo_gap_ev": [4.482, 8.231], "symbols": ["C", "H", "H", "C", "O", "Lu", "H", "O", "O", "O", "C", "C", "C", "H", "H", "F"], "coordinates": [[0.71920, -0.92781, 2.33609], [-1.79481, -0.97369, -0.32637], [0.45827, -1.77378, 2.97370], [1.85610, -0.24646, 2.61791], [2.68058, 0.32001, 1.76676], [2.77535, 1.52571, 0.01803], [2.15227, -0.14443, 3.67389], [-1.12126, 1.45223, -2.23672], [-0.15735, -0.30679, -1.41102], [0.94961, 1.63281, -1.40427], [-2.14736, 0.56929, -1.97746], [-1.54169, -0.65718, -1.40843], [-0.00543, 0.95440, -1.74324], [-3.15106, 0.82154, -2.29582], [-0.02263, -0.50520, 1.65605], [-1.64978, -1.74066, -2.23911]], "forces_ev_per_a": [[-1.3, -0.2, -0.1], [0.0, 0.4, -1.8], [-0.2, 0.4, 0.0], [2.5, 0.6, 0.5], [-1.7, 1.1, -0.7], [-1.0, -0.9, 0.1], [0.3, -0.4, -0.3], [0.4, 0.6, 0.0], [1.3, 0.3, 0.6], [2.4, 0.5, 0.5], [-0.2, -0.1, 0.0], [-0.6, -1.6, 0.4], [-2.3, -0.8, 0.6], [0.3, -0.1, 0.0], [0.3, -0.6, -0.4], [-0.2, 0.6, 0.7]]}

---

(2)
{"formula": "C4H8N2O", "method": "wB97M-V/def2-TZVPD", "spin_multiplicity": 1, "max_force_ev_per_a": 1.2, "e_lumo_ev": [0.13, 0.13], "smiles": "C/N=C(\\C)C(N)=O", "homo_lumo_gap_ev": [8.833, 8.832], "symbols": ["C", "N", "C", "C", "C", "N", "O", "H", "H", "H", "H", "H", "H", "H", "H"], "coordinates": [[-0.74211, 0.83469, -1.54852], [0.07506, -0.21917, -1.02667], [0.44308, -0.01722, 0.16928], [1.12543, 1.18463, 0.74760], [-0.21095, -1.01795, 1.09979], [-0.85733, -2.00951, 0.43878], [-0.35151, -0.74974, 2.28080], [-1.73234, 0.59492, -1.11152], [-0.50319, 1.86867, -1.27517], [-0.76312, 0.66489, -2.60613], [0.73225, 2.16393, 0.45746], [1.11609, 1.09205, 1.83080], [2.15877, 1.13596, 0.38016], [-0.70666, -2.08000, -0.55942], [-1.29626, -2.73947, 0.96791]], "forces_ev_per_a": [[0.0, 0.3, -1.0], [-0.8, 0.2, 0.9], [0.3, -0.3, 0.2], [0.0, 0.0, 0.2], [0.3, -0.4, 0.5], [0.3, -0.3, 0.3], [0.1, -0.3, -0.1], [0.2, 0.3, -0.5], [0.2, -0.1, -0.2], [-0.4, 0.6, -0.7], [-0.1, -0.3, 0.0], [0.1, 0.1, 0.0], [-0.1, 0.1, 0.2], [0.0, 0.0, 0.3], [0.0, 0.0, 0.1]]}

---

(3)
{"formula": "C3H10BN2OP", "method": "wB97M-V/def2-TZVPD", "spin_multiplicity": 1, "max_force_ev_per_a": 0.6, "e_lumo_ev": 0.38, "smiles": "[H]/N=C(\\C)CPB(N)O", "homo_lumo_gap_ev": 9.308, "symbols": ["H", "N", "C", "C", "C", "P", "B", "N", "O", "H", "H", "H", "H", "H", "H", "H", "H", "H"], "coordinates": [[-2.28570, -1.90504, 2.40354], [-1.40371, -1.39162, 2.40530], [-0.94396, -1.26340, 1.22996], [-1.59571, -1.80154, -0.01160], [0.37263, -0.50399, 1.11561], [1.11161, -0.33578, -0.58275], [0.98581, 1.55533, -0.93419], [1.74711, 2.19174, -1.98321], [0.07031, 2.25297, -0.19879], [-1.69152, -1.02728, -0.77603], [-0.98868, -2.59201, -0.45881], [-2.58341, -2.20003, 0.22083], [1.09550, -1.02555, 1.74424], [0.22192, 0.47582, 1.56844], [2.47718, -0.39489, -0.22681], [1.22085, 2.55025, -2.77136], [2.48123, 1.60901, -2.36648], [-0.10255, 3.13901, -0.52405]], "forces_ev_per_a": [[0.0, 0.0, 0.0], [-0.1, 0.0, -0.1], [0.1, 0.1, 0.1], [-0.1, 0.0, 0.0], [0.0, -0.1, 0.0], [0.0, -0.1, 0.1], [0.2, 0.2, 0.0], [-0.1, -0.6, -0.2], [-0.4, -0.3, -0.2], [0.0, 0.0, 0.0], [0.0, 0.0, 0.0], [0.0, 0.0, 0.0], [0.0, 0.0, 0.0], [0.0, 0.0, 0.0], [0.0, 0.1, -0.1], [0.0, 0.4, 0.2], [0.0, 0.0, 0.0], [0.1, 0.3, 0.0]]}

---

(4)
{"formula": "C28H89N7O13", "method": "wB97M-V/def2-TZVPD", "spin_multiplicity": 2, "total_charge": -1, "max_force_ev_per_a": 3.3, "e_lumo_ev": [1.81, 1.75], "homo_lumo_gap_ev": [1.568, 7.881], "symbols": ["C", "C", "C", "O", "C", "N", "H", "H", "H", "H", "H", "H", "H", "H", "H", "H", "H", "C", "C", "C", "O", "C", "N", "H", "H", "H", "H", "H", "H", "H", "H", "H", "H", "H", "C", "C", "C", "O", "C", "N", "H", "H", "H", "H", "H", "H", "H", "H", "H", "H", "H", "C", "C", "C", "O", "C", "N", "H", "H", "H", "H", "H", "H", "H", "H", "H", "H", "H", "C", "C", "C", "O", "C", "N", "H", "H", "H", "H", "H", "H", "H", "H", "H", "H", "H", "C", "C", "C", "O", "C", "N", "H", "H", "H", "H", "H", "H", "H", "H", "H", "H", "H", "C", "C", "C", "O", "C", "N", "H", "H", "H", "H", "H", "H", "H", "H", "H", "H", "H", "O", "H", "H", "O", "H", "H", "O", "H", "H", "O", "H", "H", "O", "H", "H", "O", "H", "H"], "coordinates": [[2.04865, -1.64195, -1.88281], [0.85826, -1.07288, -1.08124], [1.01564, 0.07468, -0.04818], [1.67067, 1.22260, -0.53274], [1.22721, 2.42188, 0.16953], [-0.02301, -0.56190, -2.10087], [2.96710, -1.77174, -1.31034], [2.42432, -0.99177, -2.67289], [1.66286, -2.50093, -2.43182], [0.28403, -1.88854, -0.64184], [1.56529, -0.16346, 0.86247], [0.04618, 0.33007, 0.37963], [1.29716, 2.23620, 1.24132], [0.16462, 2.58052, -0.01437], [1.75229, 3.31789, -0.16148], [-0.94009, -0.31755, -1.75540], [0.40652, 0.30975, -2.37624], [1.07527, -1.36717, 5.24637], [-0.23500, -0.56263, 5.04933], [-0.90783, -0.77260, 3.73622], [-2.14963, -0.08210, 3.52097], [-2.47274, -0.13240, 2.10072], [-1.13070, -0.86703, 6.20277], [1.56694, -0.94782, 6.12416], [1.74677, -1.15471, 4.41448], [0.85297, -2.43226, 5.31164], [-0.02094, 0.50417, 5.11433], [-1.00661, -1.83960, 3.53657], [-0.22353, -0.42317, 2.96309], [-2.10094, 0.73448, 1.55447], [-3.55270, -0.19084, 1.96518], [-2.11955, -1.04119, 1.61343], [-1.98787, -0.59659, 5.74209], [-1.27578, -1.85560, 6.35034], [1.78001, -4.36558, 0.76074], [1.27409, -5.68219, 1.37166], [0.93062, -5.53996, 2.88268], [0.51315, -6.74749, 3.62665], [1.59944, -7.60852, 3.90367], [0.09874, -5.98851, 0.54483], [1.06026, -3.54950, 0.82456], [2.27001, -4.47541, -0.20670], [2.60780, -3.99921, 1.36789], [2.00426, -6.47036, 1.18797], [0.21933, -4.71842, 2.96773], [1.80420, -5.14957, 3.40474], [2.23796, -7.57253, 3.02101], [1.40118, -8.65006, 4.15663], [2.19216, -7.25870, 4.74890], [-0.42588, -5.12632, 0.50595], [-0.48228, -6.52945, 1.16924], [-2.16060, 2.93052, -3.79389], [-1.80023, 3.42862, -2.34706], [-2.24176, 4.97268, -2.15209], [-1.33230, 5.51134, -1.18738], [-0.19627, 6.31614, -1.65730], [-2.54604, 2.59278, -1.42788], [-1.55748, 3.34258, -4.60293], [-3.23024, 3.01491, -3.98585], [-1.96746, 1.86086, -3.87525], [-0.73058, 3.30667, -2.17653], [-3.23800, 5.00823, -1.71124], [-2.37694, 5.55499, -3.06355], [-0.41468, 6.87469, -2.56748], [0.56416, 5.55275, -1.82180], [0.24327, 6.96909, -0.90327], [-3.52405, 2.61265, -1.67926], [-2.50109, 3.09682, -0.55379], [-4.78691, 5.18986, 0.99902], [-3.87738, 4.28757, 1.82471], [-4.60937, 3.06250, 2.38951], [-5.79376, 3.46764, 3.16696], [-6.52155, 2.38566, 3.78233], [-2.66369, 4.04301, 1.04593], [-5.32012, 4.67933, 0.19705], [-4.30237, 6.04014, 0.51907], [-5.52544, 5.66943, 1.64141], [-3.53166, 4.90263, 2.65554], [-3.92854, 2.48144, 3.01155], [-5.00161, 2.60946, 1.47901], [-6.97378, 1.72201, 3.04533], [-7.35739, 2.88093, 4.27646], [-6.05721, 1.80608, 4.58019], [-2.40213, 4.86872, 0.52643], [-1.92171, 3.72963, 1.65531], [1.99960, 3.50031, 6.08729], [2.13533, 3.33174, 4.56933], [1.67840, 4.64974, 3.82597], [1.97517, 4.58396, 2.42276], [1.73377, 5.77774, 1.67854], [3.54287, 3.17411, 4.26770], [0.96739, 3.28372, 6.36248], [2.27481, 4.46816, 6.50635], [2.66005, 2.74814, 6.51874], [1.62872, 2.39987, 4.31823], [2.24961, 5.46351, 4.27274], [0.62757, 4.80938, 4.06755], [2.52233, 6.38832, 2.11838], [0.72742, 6.17548, 1.80954], [2.07539, 5.75326, 0.64374], [4.09976, 4.01580, 4.30667], [3.43092, 3.11231, 3.26582], [3.56975, -3.46064, -4.80355], [3.36172, -3.93381, -6.27354], [2.70628, -5.37380, -6.26833], [3.55681, -6.48812, -6.36607], [2.80035, -7.72577, -6.39779], [2.68987, -2.87672, -7.07208], [4.21133, -2.58006, -4.77099], [3.91430, -4.26692, -4.15602], [2.61555, -3.16135, -4.36991], [4.35110, -3.92258, -6.73083], [2.03280, -5.53876, -7.10934], [2.16029, -5.51712, -5.33589], [2.19803, -7.92778, -7.28352], [2.08026, -7.80362, -5.58322], [3.45911, -8.58541, -6.27472], [3.32915, -2.32905, -7.63019], [2.28518, -2.08652, -6.59052], [-0.31311, -1.50557, -5.36907], [-0.28295, -1.50667, -4.41234], [0.53426, -1.14889, -5.63547], [3.01911, 2.08776, -2.89060], [3.57289, 1.35088, -3.14860], [2.67150, 1.83846, -2.03430], [2.06032, -0.25297, -6.14332], [2.63737, 0.04231, -5.43901], [2.44635, 0.11289, -6.93915], [-1.46993, -3.87008, 0.07226], [-2.33864, -3.72647, 0.44768], [-1.51773, -3.47869, -0.79996], [-1.86591, -2.47195, -2.52290], [-2.58705, -1.85411, -2.64312], [-1.12408, -1.92687, -2.26060], [-2.83232, -0.18878, -1.19847], [-3.77815, -0.09395, -1.31096], [-2.46899, 0.63880, -1.51363]], "forces_ev_per_a": [[0.3, 0.6, 0.5], [0.0, 0.8, -0.1], [0.9, -0.8, 1.3], [-0.5, 1.5, -0.4], [-0.4, -1.3, -0.3], [-0.3, 0.9, -0.9], [-0.2, -0.8, 0.3], [-0.5, 0.6, -0.1], [0.4, -0.4, 0.4], [0.5, -0.1, 0.7], [0.4, -0.9, 0.2], [-0.6, 0.1, -0.6], [0.5, 0.3, 0.1], [-0.3, 0.0, -0.3], [0.4, -0.4, 0.0], [0.2, 0.1, 0.4], [0.0, 0.3, -0.8], [-0.6, 1.3, -0.8], [0.3, -0.5, 1.7], [0.4, -0.2, -1.6], [0.3, -0.5, -0.6], [-0.4, -0.2, 0.6], [-0.3, 0.9, -1.0], [-0.1, -0.5, 0.2], [0.1, -0.3, -0.1], [0.2, 0.0, 0.1], [0.2, 0.2, 0.2], [-0.4, -0.4, 0.1], [0.3, 0.1, -0.2], [0.2, 0.1, 0.1], [-0.1, 0.3, 0.4], [0.4, -0.1, 0.2], [-1.0, 0.3, 0.8], [0.5, -0.4, -0.2], [1.6, 0.1, 1.6], [-0.7, 0.3, -0.8], [1.2, -0.4, 0.2], [-0.7, 0.8, -0.8], [1.1, 0.8, -0.6], [0.1, -0.8, 1.2], [-0.3, -0.3, -0.5], [-0.8, -0.1, -0.2], [0.3, 0.1, 0.3], [0.2, 0.0, 0.3], [-0.7, -0.5, 0.2], [0.4, 0.0, 0.1], [0.4, -0.5, 0.1], [-1.0, 0.1, -0.4], [0.1, 0.4, 0.2], [0.0, 0.0, -0.5], [-0.4, -0.8, -0.2], [0.7, -0.3, 0.7], [-1.8, 1.0, -2.6], [1.3, -1.5, 0.3], [0.0, 2.0, 0.2], [-0.4, -1.9, -0.1], [0.7, -0.2, -0.1], [-0.2, 0.5, 0.1], [-0.1, 0.4, -0.1], [0.1, -0.2, 0.3], [0.0, 0.3, 0.1], [-0.1, -0.3, 0.3], [0.8, 0.1, -0.3], [-0.1, -0.1, 0.0], [0.4, 0.3, -0.6], [-0.8, 0.1, 0.3], [-0.3, 0.1, -0.2], [-0.2, -0.5, 0.9], [-0.8, 0.3, 0.1], [0.2, 2.0, 0.5], [-1.1, 0.9, -0.3], [1.3, -0.8, 0.1], [-0.6, 1.1, -0.3], [-0.6, -1.3, 0.3], [0.0, -0.3, 0.0], [0.6, -0.1, 0.1], [-0.2, -0.3, 0.1], [-0.5, 0.1, 0.6], [-0.1, -0.4, -0.2], [0.2, -1.1, 0.1], [0.3, -0.2, -0.2], [-0.1, 0.1, 0.0], [0.8, 0.1, -0.3], [0.4, 0.2, 0.2], [0.3, 0.2, -0.1], [-0.6, -0.5, -0.3], [0.8, 2.6, 1.0], [-0.2, -1.1, 0.0], [-1.1, -1.3, 0.0], [1.6, 0.3, 1.5], [0.2, -1.3, -1.4], [0.0, 0.0, 0.3], [0.1, 0.1, -0.3], [-0.2, 0.0, 0.2], [-0.2, 0.3, -0.5], [0.1, 0.2, 0.1], [-0.4, 0.3, -0.5], [-0.5, 1.4, 0.0], [0.0, 0.0, -0.1], [-0.5, -0.9, -0.1], [-0.2, 0.5, 0.7], [1.0, -0.6, -0.7], [-0.6, -0.2, -0.5], [0.6, 0.8, 0.6], [-0.9, 0.6, -0.6], [0.8, -1.8, -0.1], [0.4, 0.5, 0.6], [-0.5, -0.6, -0.4], [0.2, -0.1, 0.1], [0.4, 0.0, -0.1], [-0.2, 0.1, -0.2], [0.2, -1.0, 0.1], [-0.5, 0.9, -0.1], [-0.4, 0.4, 0.1], [0.2, 0.6, -0.6], [0.0, 0.4, 0.4], [0.4, 0.3, -0.1], [0.6, -0.7, -0.3], [-0.5, -0.7, 1.0], [-0.6, -0.4, -0.1], [-0.1, 0.0, 0.4], [0.4, 0.4, -0.3], [-0.2, 0.8, -0.2], [0.4, -0.4, -0.3], [-0.2, -0.3, 0.4], [-0.7, -0.3, -0.1], [0.6, 0.4, 0.7], [0.2, 0.4, -0.5], [-0.3, 0.5, 0.6], [-0.2, 0.1, 0.1], [-0.2, 0.3, -0.9], [-0.5, -1.5, 0.1], [-0.1, 0.2, 0.1], [0.4, 0.4, -0.5], [-0.3, -1.1, 0.3], [-0.2, 0.0, 0.0], [0.0, 1.4, 0.1]]}

---

(5)
{"formula": "C6H15IOSi", "method": "wB97M-V/def2-TZVPD", "spin_multiplicity": 1, "max_force_ev_per_a": 4.6, "e_lumo_ev": [-0.56, -0.30], "homo_lumo_gap_ev": [7.721, 7.456], "symbols": ["C", "C", "C", "C", "C", "C", "O", "Si", "I", "H", "H", "H", "H", "H", "H", "H", "H", "H", "H", "H", "H", "H", "H", "H"], "coordinates": [[-0.41346, 1.63842, -3.05818], [-1.09055, 0.33439, 3.63160], [1.31230, -2.71472, 1.63098], [-0.03231, 0.16000, -2.89788], [0.58122, -0.05816, -1.44334], [-0.52897, 0.17945, -0.44455], [-1.04687, 0.35950, 2.24400], [0.17796, -0.07250, 1.32555], [2.23731, 1.43475, 1.80231], [-1.36887, 1.98201, -2.63623], [0.53040, 2.12840, -2.68107], [-0.66499, 1.87605, -4.09398], [-1.72668, -0.50342, 3.93187], [-1.62878, 1.29156, 3.92914], [-0.19811, 0.04744, 3.99441], [1.99535, -2.20872, 0.88997], [1.55635, -2.57821, 2.67967], [0.26950, -2.91692, 1.47862], [0.78293, -0.23490, -3.51217], [-0.86819, -0.46695, -3.03766], [1.11613, -0.98902, -1.40847], [1.34911, 0.69997, -1.21857], [-1.30671, -0.57373, -0.58248], [-1.03407, 1.18529, -0.52354]], "forces_ev_per_a": [[1.0, -0.2, -0.7], [-4.5, 0.9, -0.4], [-0.2, 3.9, -0.2], [1.7, 0.3, 1.9], [-1.1, 1.7, -1.4], [0.4, -0.3, 1.4], [-0.7, 0.2, -0.4], [1.6, -1.0, -1.3], [-0.8, -0.6, -0.2], [0.6, -0.4, 1.0], [-1.5, 0.5, -0.6], [0.9, 0.1, -0.3], [-0.4, 0.1, 0.0], [1.4, -1.1, 0.3], [3.4, 0.2, 1.9], [-0.8, -1.2, 0.6], [0.3, -0.2, 0.0], [-0.2, -0.7, -0.7], [-0.3, 0.7, -0.8], [-1.0, -1.0, 0.0], [-0.2, -0.8, 0.4], [0.0, -0.1, -0.6], [-0.2, -0.1, 0.2], [0.8, -0.9, 0.1]]}

---

(6)
{"formula": "C7H13NS", "method": "wB97M-V/def2-TZVPD", "spin_multiplicity": 1, "max_force_ev_per_a": 3.7, "e_lumo_ev": 0.66, "smiles": "C=C1[C@H](C)[C@@H](CC)N1S", "homo_lumo_gap_ev": 8.741, "symbols": ["C", "C", "C", "C", "C", "C", "C", "N", "S", "H", "H", "H", "H", "H", "H", "H", "H", "H", "H", "H", "H", "H"], "coordinates": [[1.73996, -1.90616, 1.20983], [1.05789, -1.08002, 0.44490], [-0.38696, -0.96447, 0.11846], [-0.80524, -1.93962, -1.03227], [-0.08403, 0.43889, -0.37527], [-0.52127, 1.51933, 0.63078], [-1.69695, 2.36798, 0.31109], [1.38504, 0.03970, -0.29810], [2.70609, 1.19169, -0.55048], [2.79961, -1.68099, 1.35148], [1.17599, -2.67472, 1.64450], [-1.13776, -1.05885, 0.94838], [-0.00071, -1.77384, -1.75070], [-1.79089, -1.76658, -1.47827], [-0.85010, -2.97365, -0.72071], [-0.51098, 0.64460, -1.44168], [-0.58174, 0.98436, 1.56902], [0.32442, 2.09453, 0.76471], [-1.25925, 3.18157, -0.45238], [-2.18472, 2.83660, 1.17540], [-2.60426, 1.80228, -0.24146], [3.22585, 0.71737, -1.82721]], "forces_ev_per_a": [[1.1, 1.2, -0.6], [0.7, -0.6, 0.8], [-2.3, -1.6, -0.4], [0.5, 0.8, 0.4], [-0.7, 0.8, -1.8], [0.1, -2.2, 0.1], [-1.7, 0.9, -3.2], [-0.6, 2.9, -1.5], [-0.5, -2.3, -1.0], [-0.3, -0.6, 0.2], [-0.1, -1.1, 0.8], [0.9, 0.3, -0.5], [-0.3, -0.5, -0.5], [0.2, 0.6, 0.1], [0.4, -0.3, 0.3], [1.1, -0.2, 1.6], [-0.5, -0.1, 0.5], [1.8, 1.8, 0.3], [-1.6, -1.5, 1.6], [0.5, 0.1, -0.2], [2.2, 1.1, 1.1], [-0.9, 0.5, 1.9]]}